Formula: C5H9N3O
Source: the Open Molecules 2025 dataset
Level of theory: the ωB97M-V functional and the def2-TZVPD basis

Geometry as XYZ:
```
18
Properties=species:S:1:pos:R:3:lowdin_charge:R:1
C 2.786 -0.230 0.358 0.0065
N 1.936 -0.720 -0.484 0.0387
C 0.602 -0.605 -0.149 -0.4147
N -0.065 -1.803 0.015 0.0957
C 0.020 0.627 -0.071 -0.2147
N 0.751 1.818 -0.248 0.0719
C -1.464 0.874 0.169 -0.3568
C -2.462 -0.249 0.230 -0.0316
O -1.853 2.050 0.229 0.0336
H 2.515 0.276 1.301 0.0971
H 3.861 -0.299 0.128 0.0769
H 0.655 -2.526 0.018 0.0938
H -0.616 -1.987 -0.821 0.0924
H 1.431 1.707 -0.996 0.0825
H 0.103 2.595 -0.407 0.0805
H -2.267 -0.902 1.082 0.0840
H -2.469 -0.800 -0.714 0.0792
H -3.463 0.176 0.361 0.0850
```

- Calculated total energy: -435.3885 a.u.
- Molecular weight: 127.1 g/mol
- Frontier orbital gap: 8.06 eV
- SMILES: C=N/C(N)=C(\N)C(C)=O
- Total charge: 0
- Energy above the lowest of the compared OMol25 structures with the same formula, charge and spin: 1.8844 eV

Formula: C24H29N3O3PtS
Source: the Open Molecules 2025 dataset
Level of theory: the ωB97M-V functional and the def2-TZVPD basis

Geometry as XYZ:
```
61
Properties=species:S:1:pos:R:3:lowdin_charge:R:1
Pt 0.278 -0.307 -0.356 0.8685
O 1.576 1.215 2.886 0.0747
C 1.852 0.822 1.771 -0.5892
O 1.176 1.135 0.687 -0.2508
C 3.107 0.007 1.560 -0.1546
C 4.187 0.329 2.384 -0.0330
C 5.406 -0.311 2.274 -0.0924
C 5.554 -1.322 1.330 -0.0974
C 4.489 -1.670 0.521 -0.1455
C 3.254 -1.017 0.619 -0.5734
S 2.009 -1.656 -0.459 0.6206
H 4.031 1.105 3.122 0.1144
H 6.231 -0.033 2.917 0.0964
H 6.497 -1.844 1.227 0.0986
H 4.600 -2.468 -0.205 0.0899
C 0.101 -2.401 -5.243 -0.1568
C 0.016 -0.952 -4.812 -0.1713
N -0.221 -0.893 -3.383 0.0814
C -0.750 -1.890 -2.637 -0.3743
N -0.776 -1.748 -1.334 -0.1660
C -1.329 -2.809 -0.502 -0.2258
C -2.437 -3.545 -1.233 -0.1549
C -1.900 -4.057 -2.552 -0.1496
N -1.241 -2.980 -3.280 -0.0357
C -1.115 -3.140 -4.722 -0.1501
H 1.005 -2.853 -4.831 0.1264
H 0.146 -2.474 -6.330 0.1183
H -0.785 -0.442 -5.357 0.1194
H 0.948 -0.429 -5.026 0.1246
H 0.148 -0.125 -2.839 0.0978
H -1.712 -2.353 0.409 0.0951
H -0.530 -3.495 -0.202 0.1082
H -3.268 -2.859 -1.417 0.1226
H -2.810 -4.375 -0.633 0.1185
H -2.708 -4.437 -3.180 0.1240
H -1.195 -4.879 -2.387 0.1314
H -2.024 -2.788 -5.226 0.1301
H -1.024 -4.208 -4.925 0.1246
C -1.415 3.545 5.345 -0.0386
C -1.432 3.253 3.873 -0.2402
C -0.919 4.165 2.958 0.0003
C -0.869 3.883 1.605 -0.1913
C -0.241 4.902 0.685 -0.0404
C -1.342 2.633 1.153 -0.1224
C -1.177 2.343 -0.256 -0.1699
O -1.226 1.245 -0.823 -0.1240
C -1.891 1.707 2.064 -0.1808
C -2.421 0.367 1.648 -0.0404
C -1.933 2.047 3.405 -0.0003
H -1.205 4.595 5.544 0.0754
H -0.637 2.948 5.826 0.0917
H -2.366 3.286 5.812 0.0811
H -0.530 5.111 3.315 0.1165
H 0.031 5.790 1.253 0.0767
H -0.918 5.216 -0.112 0.0819
H 0.667 4.515 0.222 0.0927
H -0.989 3.216 -0.894 0.1264
H -2.965 0.402 0.705 0.0846
H -3.073 -0.034 2.425 0.0834
H -1.591 -0.324 1.499 0.0493
H -2.345 1.334 4.111 0.1238
```

- Calculated total energy: -1839.5052 a.u.
- Molecular weight: 634.7 g/mol
- Frontier orbital gap: 6.67 eV
- Total charge: 0
- Energy above the lowest of the compared OMol25 structures with the same formula, charge and spin: 0.0000 eV

Formula: C5H15N3O
Source: the Open Molecules 2025 dataset
Level of theory: the ωB97M-V functional and the def2-TZVPD basis

Geometry as XYZ:
```
24
Properties=species:S:1:pos:R:3:lowdin_charge:R:1
C -0.362 2.270 2.002 -0.0522
N -0.792 2.012 0.840 -0.0284
N -1.934 1.385 0.624 -0.3026
N -2.449 0.518 1.554 0.0783
O -1.963 0.832 -0.712 -0.0460
H -0.828 1.920 2.926 0.0649
H 0.526 2.873 2.068 0.0565
H -1.981 -0.391 1.554 0.0910
H -3.446 0.392 1.392 0.0978
H -1.299 1.321 -1.215 0.0684
C -0.045 -1.908 -0.666 -0.0895
C 1.305 -1.232 -0.908 -0.4795
C 1.190 -0.178 -2.011 -0.0862
C 1.828 -0.586 0.374 -0.0877
H -0.837 -1.165 -0.622 0.0420
H -0.281 -2.598 -1.472 0.0749
H -0.035 -2.465 0.268 0.0709
H 2.021 -1.997 -1.227 0.1243
H 2.177 0.114 -2.369 0.0755
H 0.618 -0.559 -2.855 0.0780
H 0.700 0.715 -1.624 0.0537
H 2.786 -0.104 0.192 0.0759
H 1.134 0.167 0.737 0.0467
H 1.967 -1.334 1.151 0.0734
```

- Calculated total energy: -438.8801 a.u.
- Molecular weight: 133.2 g/mol
- Frontier orbital gap: 9.56 eV
- SMILES: C=NN(N)O.CC(C)C
- Total charge: 0
- Energy above the lowest of the compared OMol25 structures with the same formula, charge and spin: 4.2147 eV

Formula: C20H23NO5
Source: the Open Molecules 2025 dataset
Level of theory: the ωB97M-V functional and the def2-TZVPD basis

Geometry as XYZ:
```
49
Properties=species:S:1:pos:R:3:lowdin_charge:R:1
C -4.317 -4.690 0.151 -0.0934
O -5.234 -4.990 -0.876 -0.1772
C -5.517 -3.922 -1.741 -0.1940
C -4.331 -3.465 -2.604 -0.1226
O -3.631 -2.402 -1.962 -0.0020
C -2.313 -2.548 -1.760 -0.4418
O -1.670 -3.522 -2.099 0.0910
C -1.719 -1.414 -1.079 -0.1102
N -0.360 -1.438 -0.837 0.1632
C 0.009 -0.321 -0.202 -0.1754
C -1.127 0.467 -0.016 -0.0530
C -2.231 -0.227 -0.578 -0.1172
C -3.641 0.232 -0.603 -0.0127
C -1.071 1.761 0.646 -0.3427
O -2.015 2.507 0.795 0.0859
C 0.312 2.104 1.184 -0.0550
C 1.456 1.581 0.306 -0.2660
C 2.795 2.041 0.825 -0.2128
C 3.241 1.688 2.096 -0.0307
C 4.465 2.114 2.563 0.0059
C 5.288 2.914 1.768 -0.2784
O 6.475 3.281 2.323 -0.0842
C 7.342 4.099 1.576 -0.0909
C 4.852 3.273 0.499 -0.0167
C 3.619 2.835 0.044 -0.0254
C 1.383 0.048 0.215 -0.0614
H -3.297 -4.577 -0.231 0.0807
H -4.345 -5.534 0.838 0.0916
H -4.604 -3.775 0.683 0.0946
H -6.312 -4.292 -2.391 0.1275
H -5.886 -3.052 -1.176 0.1291
H -4.696 -3.077 -3.559 0.1325
H -3.645 -4.298 -2.785 0.1310
H 0.223 -2.210 -1.125 0.1718
H -4.259 -0.421 0.011 0.0873
H -4.034 0.194 -1.617 0.0858
H -3.703 1.246 -0.220 0.0707
H 0.382 3.187 1.296 0.1348
H 0.380 1.664 2.183 0.1340
H 1.318 1.985 -0.703 0.1518
H 2.625 1.074 2.737 0.1125
H 4.811 1.843 3.547 0.1188
H 6.881 5.062 1.337 0.0957
H 7.661 3.608 0.651 0.0952
H 8.211 4.265 2.211 0.0928
H 5.457 3.892 -0.145 0.1024
H 3.296 3.126 -0.946 0.1143
H 2.123 -0.330 -0.494 0.1338
H 1.606 -0.391 1.192 0.1287
```

- Calculated total energy: -1206.8882 a.u.
- Molecular weight: 357.4 g/mol
- Frontier orbital gap: 9.17 eV
- SMILES: COCCOC(=O)c1[nH]c2c(c1C)C(=O)C[C@@H](c1ccc(OC)cc1)C2
- Total charge: 0
- Energy above the lowest of the compared OMol25 structures with the same formula, charge and spin: 1.1415 eV

Formula: C17H17AuN6S3
Source: the Open Molecules 2025 dataset
Level of theory: the ωB97M-V functional and the def2-TZVPD basis

Geometry as XYZ:
```
44
Properties=species:S:1:pos:R:3:lowdin_charge:R:1
Au -0.949 0.537 -0.667 0.7940
C -4.649 -3.046 -2.229 -0.3839
S -5.189 -1.672 -1.188 0.9633
C -3.747 -0.758 -0.923 -1.0501
S -2.245 -1.223 -1.659 0.6885
N -3.928 0.267 -0.161 -0.0712
N -2.842 1.006 0.095 -0.1446
C -2.935 2.096 0.762 -0.0028
C -1.730 2.855 1.022 -0.2424
C -1.710 3.995 1.800 0.0341
C -0.499 4.644 2.010 0.0077
C 0.652 4.139 1.428 0.0009
C 0.558 2.990 0.656 -0.0901
N -0.600 2.368 0.470 -0.0205
H -5.559 -3.451 -2.667 0.0528
H -4.169 -3.816 -1.630 0.0494
H -3.985 -2.704 -3.019 0.0181
H -3.904 2.428 1.118 0.1602
H -2.627 4.368 2.234 0.1375
H -0.456 5.540 2.613 0.1343
H 1.608 4.625 1.557 0.1283
H 1.425 2.565 0.167 0.0984
C 3.621 0.164 -3.367 -0.0104
N 3.411 -0.454 -2.058 -0.1131
C 4.331 -1.229 -1.384 0.0066
C 3.750 -1.639 -0.250 0.0029
N 2.460 -1.103 -0.215 0.0399
C 2.271 -0.382 -1.354 -0.5938
S 0.996 0.584 -2.002 0.7109
C 1.545 -1.440 0.836 -0.2446
C 2.042 -1.935 2.033 0.0157
C 1.145 -2.464 2.945 -0.0107
C -0.208 -2.463 2.642 -0.0194
C -0.605 -1.843 1.474 -0.1270
N 0.254 -1.330 0.584 0.0382
H 4.651 0.003 -3.665 0.1074
H 3.416 1.232 -3.317 0.0899
H 2.951 -0.283 -4.100 0.1047
H 5.318 -1.422 -1.764 0.1471
H 4.128 -2.300 0.505 0.1321
H 3.095 -1.910 2.267 0.1184
H 1.500 -2.878 3.878 0.1305
H -0.937 -2.913 3.301 0.1241
H -1.655 -1.746 1.223 0.0890
```

- Calculated total energy: -2316.2564 a.u.
- Molecular weight: 598.5 g/mol
- Frontier orbital gap: 6.16 eV
- Total charge: +2
- Energy above the lowest of the compared OMol25 structures with the same formula, charge and spin: 0.5135 eV

Formula: C3H6FNS
Source: the Open Molecules 2025 dataset
Level of theory: the ωB97M-V functional and the def2-TZVPD basis

Geometry as XYZ:
```
12
Properties=species:S:1:pos:R:3:lowdin_charge:R:1
F -2.899 -0.134 -0.083 -0.0753
C -1.597 -0.475 0.317 -0.2086
C -0.696 0.574 -0.252 -0.1962
C 0.690 0.502 0.240 -0.3083
N 1.564 -0.103 -0.503 -0.3519
S 3.195 -0.095 0.127 0.6770
H -1.454 -1.492 -0.119 0.1382
H -1.544 -0.476 1.395 0.1103
H -0.667 0.188 -1.274 0.1145
H -1.129 1.586 -0.299 0.1334
H 0.986 0.986 1.201 0.1134
H 3.552 -1.063 -0.752 -0.1465
```

- Calculated total energy: -670.6651 a.u.
- Molecular weight: 107.2 g/mol
- Frontier orbital gap: 9.97 eV
- SMILES: FCC/C=N/S
- Total charge: 0
- Energy above the lowest of the compared OMol25 structures with the same formula, charge and spin: 1.6055 eV